Record 1
# C4H8N2O2

2 unconnected molecules or ions with the total composition C4H8N2O2 (ωB97M-V/def2-TZVPD, the Open Molecules 2025 dataset).

The geometry in XYZ format:
```
16
C4H8N2O2 | the Open Molecules 2025 dataset | ωB97M-V/def2-TZVPD
N 1.5809 -0.7656 0.7302
C 1.8166 0.6207 0.1659
N 1.9409 0.5604 -1.2090
O 2.3710 1.4537 0.8433
H 1.7535 -1.6126 0.2087
H 1.7945 -0.8448 1.7142
H 1.2603 0.0096 -1.7093
H 2.2496 1.4204 -1.6330
C -2.6751 0.2620 0.0793
C -1.2182 0.0910 0.4218
C -0.5374 -0.9873 -0.0001
O -0.2587 -1.6615 -0.9402
H -3.3251 -0.2159 0.8153
H -2.9386 1.3193 0.0416
H -2.8969 -0.1879 -0.8872
H -0.9174 0.5385 1.3586
```

The calculation puts the orbital gap at 0.339 Ha. Its SMILES is NC(N)=O.CC=C=O. The HOMO energy is -8.5615 eV. The value obtained for the energy above the lowest of the compared OMol25 structures with the same formula, charge and spin is 245.7 kJ/mol.


Record 2
# C3H9N3S

A molecular structure, C3H9N3S (ωB97M-V/def2-TZVPD, the Open Molecules 2025 dataset).

The geometry in XYZ format:
```
16
C3H9N3S | the Open Molecules 2025 dataset | ωB97M-V/def2-TZVPD
C 2.0284 -0.9012 -0.1541
C 0.9690 -0.4258 -1.1000
C -0.6547 0.8521 0.2653
H 2.6174 0.0534 0.3218
H 1.4645 -1.5355 0.7745
H 2.8197 -1.3361 -0.6630
H 1.3567 0.4603 -1.5619
H 0.6054 -0.9738 -2.0182
H -1.9520 -1.2034 -0.3210
H -1.1079 -1.3856 0.9203
H -0.2118 1.7948 -0.1771
H -3.3948 2.9211 1.5667
N -0.3678 -0.1893 -0.5511
N -0.9690 -1.4059 -0.1656
N -1.5612 0.7235 1.1934
S -1.6420 2.5516 1.6701
```

The calculation puts the orbital gap at 0.325 Ha. The HOMO energy is -8.6919 eV. The value obtained for the energy above the lowest of the compared OMol25 structures with the same formula, charge and spin is 483.8 kJ/mol.


Record 3
# C38H42InN5O2P

A molecular structure, C38H42InN5O2P (ωB97M-V/def2-TZVPD, the Open Molecules 2025 dataset).

The geometry in XYZ format:
```
89
C38H42InN5O2P | the Open Molecules 2025 dataset | ωB97M-V/def2-TZVPD
In 0.5846 -0.3887 0.3272
C 2.8689 6.4317 0.9623
C 2.0755 5.1574 1.0222
C 0.7129 5.1473 1.2183
C -0.0788 3.9721 1.2077
C -1.4482 4.2674 1.5085
N -2.6072 3.7012 1.3199
C -3.0300 2.5404 0.5385
C -3.5458 2.9445 -0.8532
C -2.4228 3.2105 -1.8566
N -1.7933 1.9549 -2.2310
C -1.6326 1.4702 -3.4222
C -0.9406 0.2594 -3.7009
C -0.7575 -0.1088 -5.0487
C 0.0098 -1.1938 -5.4161
C 0.1643 -1.6218 -6.8475
C 0.6821 -1.8634 -4.3936
C 0.5595 -1.5361 -3.0414
C 1.4803 -2.1799 -2.1301
N 1.6986 -1.8880 -0.9011
C 2.8014 -2.5415 -0.1953
C 3.8948 -1.5362 0.1900
C 3.5513 -0.7094 1.4342
N 2.5137 0.2908 1.1691
C 2.8280 1.5337 1.1909
C 1.9921 2.7025 1.0285
C 2.6900 3.9126 0.9884
C 0.5591 2.6889 1.0347
O -0.1301 1.5991 0.9878
C -0.3605 -0.5250 -2.6508
O -0.7002 -0.3113 -1.4121
H 2.2344 7.2806 0.7171
H 3.6620 6.3628 0.2193
H 3.3400 6.6364 1.9257
H 0.2171 6.0989 1.3813
H -1.5515 5.2217 2.0177
H -3.3886 4.2138 1.7115
H -3.8452 2.0711 1.0867
H -2.2000 1.8475 0.4714
H -4.1797 3.8300 -0.7812
H -4.1724 2.1348 -1.2307
H -1.6576 3.8500 -1.4088
H -2.8051 3.7122 -2.7444
H -1.4302 1.3559 -1.4870
H -2.0054 2.0569 -4.2580
H -1.2366 0.4879 -5.8179
H -0.3900 -0.9704 -7.5193
H -0.2032 -2.6400 -6.9822
H 1.2115 -1.6139 -7.1514
H 1.3501 -2.6736 -4.6703
H 2.1049 -2.9555 -2.5811
H 3.2289 -3.3378 -0.8084
H 2.4026 -2.9956 0.7177
H 4.1003 -0.8705 -0.6515
H 4.8098 -2.0912 0.3986
H 4.4510 -0.2259 1.8205
H 3.1822 -1.3904 2.2049
H 3.8713 1.7769 1.4091
H 3.7754 3.8835 0.9655
C -2.6068 -0.9497 1.7691
P -1.0280 -1.8586 1.7282
C -1.3997 -3.4336 0.9316
C -1.1866 -4.6467 1.5843
C -1.5764 -5.8281 0.9707
C -2.1601 -5.8032 -0.2871
C -2.3412 -4.5958 -0.9514
C -1.9599 -3.4102 -0.3476
C -0.5708 -2.0939 3.4524
C 0.6224 -1.5740 3.9471
C 0.9378 -1.7175 5.2888
C 0.0605 -2.3791 6.1357
C -1.1352 -2.8917 5.6471
C -1.4583 -2.7516 4.3082
H -3.3414 -1.5555 2.2996
H -2.9641 -0.7641 0.7559
H -2.4597 -0.0105 2.3022
H -0.7175 -4.6745 2.5584
H -1.4275 -6.7697 1.4818
H -2.4714 -6.7272 -0.7556
H -2.7863 -4.5806 -1.9373
H -2.0965 -2.4664 -0.8658
H 1.2979 -1.0491 3.2794
H 1.8633 -1.3131 5.6763
H 0.3078 -2.4960 7.1821
H -1.8191 -3.4020 6.3120
H -2.3885 -3.1610 3.9331
N 2.6046 1.4901 -2.4998
C 1.8369 1.2072 -1.6817
H 3.2687 1.7693 -3.2005
```

The calculation puts the orbital gap at 0.280 Ha. As for the total charge: +3. The HOMO energy is -15.8097 eV. The value obtained for the energy above the lowest of the compared OMol25 structures with the same formula, charge and spin is 0.0 kJ/mol.


Record 4
# C3H3N3OS

A single C3H3N3OS molecule (ωB97M-V/def2-TZVPD, the Open Molecules 2025 dataset).

The geometry in XYZ format:
```
11
C3H3N3OS | the Open Molecules 2025 dataset | ωB97M-V/def2-TZVPD
S 2.1762 -0.7356 0.0342
N 1.7561 0.8913 -0.0283
C 0.4946 1.1707 -0.0752
C -0.6223 0.3439 -0.0533
C -0.8620 -1.0665 -0.1825
N -2.1463 -1.3041 -0.0121
O -2.7256 -0.0215 0.1581
N -1.7820 0.9318 0.0199
H 3.5660 -0.6123 0.4916
H 0.3286 2.2614 -0.1245
H -0.1833 -1.8591 -0.2279
```

The calculation puts the orbital gap at 0.330 Ha. Its SMILES is S/N=C\c1cnon1. The HOMO energy is -9.3668 eV. The value obtained for the energy above the lowest of the compared OMol25 structures with the same formula, charge and spin is 446.7 kJ/mol.


Record 5
# C24H38NO2P3Tc

A molecular structure, C24H38NO2P3Tc (ωB97M-V/def2-TZVPD, the Open Molecules 2025 dataset).

The geometry in XYZ format:
```
69
C24H38NO2P3Tc | the Open Molecules 2025 dataset | ωB97M-V/def2-TZVPD
P 3.9979 -2.7371 -0.2323
C 3.6124 -2.4797 1.5559
H 4.5182 -2.5955 2.1686
H 2.8671 -3.2352 1.8405
H 3.1651 -1.4867 1.6972
C 5.6386 -3.5563 -0.0807
H 6.0422 -3.6978 -1.0907
H 5.4963 -4.5443 0.3727
H 6.3244 -2.9487 0.5221
C 4.5674 -1.0261 -0.6317
H 5.6079 -0.8816 -0.3083
H 3.9108 -0.2920 -0.1479
H 4.4980 -0.9040 -1.7213
P -1.7677 5.4511 -0.5233
C -1.9118 6.7548 0.7715
H -2.1565 7.7349 0.3469
H -0.9604 6.8146 1.3108
H -2.6934 6.4575 1.4786
C -0.6216 6.3581 -1.6520
H -0.4792 5.7500 -2.5545
H 0.3462 6.4758 -1.1488
H -1.0182 7.3444 -1.9282
C -3.3329 5.8316 -1.4258
H -3.4082 6.8975 -1.6778
H -4.1815 5.5326 -0.7982
H -3.3522 5.2357 -2.3466
P -2.6327 -3.3996 0.0519
C -2.9845 -3.0920 1.8336
H -3.9212 -3.5925 2.1121
H -3.0934 -2.0070 1.9590
H -2.1502 -3.4343 2.4587
C -3.8231 -4.7480 -0.2800
H -4.0615 -5.2755 0.6486
H -3.4034 -5.4274 -1.0277
H -4.7254 -4.2875 -0.6972
C -1.0686 -4.3623 0.1951
H -1.1847 -5.1376 0.9658
H -0.2571 -3.6727 0.4767
H -0.8512 -4.8204 -0.7809
Tc -0.1865 0.7633 -1.2472
C 1.1218 0.8988 0.2587
O 1.8464 0.9543 1.1644
C -1.5136 0.5575 0.2223
O -2.2486 0.4447 1.1117
C -1.4239 0.2539 -2.8144
C -1.0761 -0.8743 -2.0575
C 0.2640 -1.1274 -1.7563
C 1.2654 -0.2798 -2.2441
C 0.9249 0.8602 -2.9801
C -0.4252 1.1343 -3.2595
H -2.4687 0.4932 -3.0031
H -1.8371 -1.5410 -1.6624
H 0.5158 -1.9385 -1.0953
H 2.2939 -0.4739 -1.9981
H 1.6936 1.5523 -3.2960
H -0.6869 2.0332 -3.8073
N 0.1738 -1.8945 1.5653
C 0.1708 -1.3634 2.6093
C 0.1618 -0.7726 3.9036
C -0.9504 -0.0300 4.3302
C -0.9598 0.5360 5.6066
C 0.1413 0.3611 6.4559
C 1.2468 -0.3856 6.0346
C 1.2586 -0.9590 4.7606
H -1.7980 0.1061 3.6565
H -1.8264 1.1119 5.9335
H 0.1327 0.8078 7.4517
H 2.1051 -0.5267 6.6961
H 2.1089 -1.5537 4.4206
```

The calculation puts the orbital gap (alpha / beta) at 0.223 / 0.161 Ha. Its expectation value of S² is 3.755. As for the total charge: +4. The spin multiplicity is 4. The HOMO energy (alpha / beta) is -18.3757 / -18.3756 eV. The value obtained for the energy above the lowest of the compared OMol25 structures with the same formula, charge and spin is 201.2 kJ/mol.


Record 6
# C40H52AsCrFN9O2Si

A molecular structure, C40H52AsCrFN9O2Si (ωB97M-V/def2-TZVPD, the Open Molecules 2025 dataset).

The geometry in XYZ format:
```
107
C40H52AsCrFN9O2Si | the Open Molecules 2025 dataset | ωB97M-V/def2-TZVPD
Cr -0.0840 0.2911 0.3858
O -1.4059 2.0412 8.2919
C -0.9979 1.0485 7.4968
O -0.5124 0.0534 7.9507
C -1.1430 1.2254 6.0057
C -0.8531 0.1121 5.2223
C -0.8803 0.1856 3.8463
C -1.2221 1.3740 3.2042
C -1.5013 2.4988 3.9927
C -1.4669 2.4213 5.3722
N -1.1970 1.4391 1.7952
C -1.8326 2.3935 1.2038
C -1.4980 2.7218 -0.1525
C -2.1081 3.7715 -0.8341
C -1.7315 4.0512 -2.1325
C -0.7479 3.2598 -2.7123
C -0.1820 2.2385 -1.9720
N -0.5236 1.9682 -0.7124
H -1.7996 2.7824 7.8237
H -0.5999 -0.8073 5.7325
H -0.6215 -0.6736 3.2471
H -1.7058 3.4606 3.5432
H -1.6679 3.3269 5.9309
H -2.5854 2.9767 1.7224
H -2.8713 4.3482 -0.3285
H -2.1927 4.8574 -2.6856
H -0.4287 3.4278 -3.7308
H 0.5681 1.5972 -2.4030
C 2.2692 -2.7693 1.8175
Si 0.3370 -2.9568 2.0487
C 0.2655 -2.9802 3.9398
C -0.0187 -4.6371 1.2760
N -0.5006 -1.6332 1.2703
C -1.8905 -1.7762 1.2899
C -2.6320 -2.6184 2.1406
C -4.0172 -2.6122 2.1530
C -4.7480 -1.7998 1.2980
C -4.0599 -0.9856 0.4116
C -2.6903 -1.0083 0.4479
F -1.9861 -0.1597 -0.4113
H 2.7712 -3.3266 2.6080
H 2.2155 -0.7931 1.1498
H 2.5606 -3.1701 0.8469
H 0.5362 -3.9772 4.2954
H -0.7100 -2.7432 4.3632
H 0.9881 -2.2841 4.3725
H 0.5569 -5.4068 1.7953
H 0.2504 -4.6844 0.2203
H -1.0709 -4.9109 1.3562
H -2.1186 -3.2698 2.8340
H -4.5388 -3.2512 2.8531
H -5.8277 -1.7961 1.3191
H -4.5718 -0.3398 -0.2906
C 2.1664 0.2156 -3.3503
As 2.1011 -0.4445 -1.5029
C 2.7671 -2.2225 -2.0171
C 3.7632 0.5177 -0.9165
C 5.1037 -0.1718 -0.9015
C 5.2990 -1.4060 -0.2851
C 6.5610 -1.9735 -0.2033
C 7.6586 -1.3076 -0.7281
C 7.4806 -0.0743 -1.3351
C 6.2148 0.4860 -1.4238
H 3.0100 -0.2726 -3.8366
H 2.3273 1.2916 -3.4045
H 1.2549 -0.0464 -3.8854
H 3.7901 -2.0975 -2.3677
H 2.1393 -2.5652 -2.8378
H 2.7540 -2.9704 -1.2295
H 3.5713 0.9167 0.0791
H 3.8204 1.3903 -1.5702
H 4.4548 -1.9334 0.1395
H 6.6908 -2.9346 0.2773
H 8.6446 -1.7461 -0.6608
H 8.3326 0.4567 -1.7378
H 6.0956 1.4580 -1.8880
C 2.4972 0.2392 5.9731
C 3.8926 0.5032 5.4111
C 4.7641 -0.7561 5.4801
C 3.8295 1.1333 4.0054
N 2.9820 0.4594 2.9977
C 2.1313 1.2250 2.1787
N 1.3438 0.7539 1.3271
N 2.6115 -1.3847 1.8861
N 3.0503 -0.8432 2.9299
H 2.5731 -0.1082 7.0022
H 1.9873 -0.5324 5.3951
H 1.8831 1.1423 5.9706
H 4.3745 1.2669 6.0271
H 4.2829 -1.5955 4.9897
H 4.9388 -1.0237 6.5216
H 5.7357 -0.5865 5.0131
H 4.8415 1.1844 3.5966
H 3.4464 2.1482 4.0925
H 2.1993 2.2969 2.3894
C -2.0799 -0.2316 -4.0018
C -1.5749 -1.3962 -3.2235
N -0.5752 -1.4089 -2.3630
C -0.5008 -2.7019 -1.8928
C -1.4630 -3.4694 -2.4690
N -2.1391 -2.6251 -3.3109
H -1.9429 0.6866 -3.4365
H -3.1385 -0.3569 -4.2263
H -1.5467 -0.1320 -4.9495
H 0.2416 -2.9799 -1.1670
H -1.7222 -4.5071 -2.3578
H -2.9040 -2.8833 -3.9117
```

The calculation puts the orbital gap (alpha / beta) at 0.217 / 0.216 Ha. Its expectation value of S² is 3.788. As for the total charge: +2. The spin multiplicity is 4. The HOMO energy (alpha / beta) is -12.5624 / -12.6169 eV. The value obtained for the energy above the lowest of the compared OMol25 structures with the same formula, charge and spin is 177.0 kJ/mol.


Record 7
# C43H32BF3IN2O8S

3 unconnected molecules or ions with the total composition C43H32BF3IN2O8S (ωB97M-V/def2-TZVPD, the Open Molecules 2025 dataset).

The geometry in XYZ format:
```
91
C43H32BF3IN2O8S | the Open Molecules 2025 dataset | ωB97M-V/def2-TZVPD
C -5.4492 -2.2333 -0.6014
B -4.6954 -1.5197 -1.8657
N -5.6657 -1.8014 -3.0938
C -5.0862 -2.3508 -3.9708
S -4.4746 -3.1299 -5.2750
O -3.3956 -2.0385 -2.3249
C -2.4697 -0.9989 -2.0003
I -0.6496 -1.1401 -3.1825
C -3.3206 0.3913 -2.0373
C -3.4651 0.9139 -3.5049
C -4.9081 1.3963 -3.8792
C -5.5067 2.4659 -2.9350
O -4.9938 2.9091 -1.9397
N -6.8579 2.9577 -3.2598
C -7.7461 1.8497 -2.8361
C -8.3224 1.0416 -3.8825
C -9.1632 -0.0823 -3.4516
C -9.3530 -0.3296 -2.0298
C -8.7712 0.5231 -0.9945
C -7.9362 1.6374 -1.4154
C -2.4703 1.3065 -1.0421
O -1.3208 1.9182 -1.6884
C -1.3707 3.2703 -1.6924
F -0.1326 3.7015 -2.1471
F -2.2843 3.8100 -2.5443
F -1.5326 3.8421 -0.4603
O -4.5094 -0.1219 -1.4393
H -6.5075 -1.8788 -0.4486
H -4.8679 -2.0698 0.3459
H -5.5167 -3.3457 -0.7512
H -2.1217 -1.3387 -0.9862
H -3.2244 0.0590 -4.1992
H -2.7313 1.7174 -3.7602
H -5.6075 0.5176 -3.9584
H -4.8522 1.8088 -4.9273
H -7.0149 3.7654 -2.6471
H -8.1317 1.2480 -4.9609
H -9.6097 -0.7115 -4.2474
H -9.9723 -1.2134 -1.7503
H -8.9406 0.3189 0.0868
H -7.4309 2.3164 -0.6920
H -3.1511 2.0215 -0.5238
H -2.0563 0.6379 -0.2387
C 2.7695 4.7892 0.6485
C 1.8311 4.1383 -0.1482
C 2.1238 2.8970 -0.6935
C 3.3602 2.3072 -0.4543
C 4.3111 2.9700 0.3245
C 4.0073 4.2074 0.8844
C 5.6512 2.3737 0.5464
O 6.4805 2.9497 1.2298
C 5.9689 1.0679 -0.0829
C 7.2407 0.5218 0.0692
C 7.5417 -0.7043 -0.5035
C 6.5708 -1.3954 -1.2238
C 5.3047 -0.8529 -1.3829
C 5.0028 0.3839 -0.8215
C 3.6538 0.9723 -1.0275
O 2.8089 0.3769 -1.6565
H 2.5358 5.7550 1.0815
H 0.8691 4.5992 -0.3422
H 1.3885 2.3912 -1.3088
H 4.7364 4.7200 1.5004
H 7.9987 1.0541 0.6316
H 8.5334 -1.1255 -0.3880
H 6.8050 -2.3571 -1.6649
H 4.5538 -1.3918 -1.9480
C 4.6664 -6.3459 4.2180
C 3.6175 -6.2082 5.1229
C 3.1574 -4.9464 5.4667
C 3.7519 -3.8153 4.9163
C 4.8192 -3.9529 4.0277
C 5.2665 -5.2217 3.6720
C 5.4962 -2.7545 3.4696
O 6.4238 -2.8742 2.6926
C 5.0256 -1.4095 3.8842
C 5.6847 -0.2774 3.4156
C 5.2452 0.9849 3.7858
C 4.1384 1.1222 4.6194
C 3.4814 -0.0032 5.0940
C 3.9281 -1.2718 4.7361
C 3.2391 -2.4692 5.2779
O 2.2756 -2.3519 6.0093
H 5.0190 -7.3331 3.9430
H 3.1576 -7.0876 5.5582
H 2.3375 -4.8438 6.1672
H 6.0858 -5.3333 2.9724
H 6.5443 -0.3781 2.7638
H 5.7637 1.8648 3.4227
H 3.7913 2.1093 4.9017
H 2.6236 0.1080 5.7460
```

The calculation puts the orbital gap at 0.211 Ha. As for the total charge: -1. The HOMO energy is -5.4094 eV.


Record 8
# C10H15NO4Si

A single C10H15NO4Si molecule (ωB97M-V/def2-TZVPD, the Open Molecules 2025 dataset).

The geometry in XYZ format:
```
31
C10H15NO4Si | the Open Molecules 2025 dataset | ωB97M-V/def2-TZVPD
C 0.7935 -4.3651 1.4272
C 2.0818 -4.1327 0.9617
O 2.1479 -2.8397 0.5233
C 0.9007 -2.2982 0.6390
Si 0.3125 -0.6018 0.1989
O -1.2734 -0.5343 0.7411
C -2.0682 0.6203 0.7488
C -1.2904 1.9260 0.7606
N -0.5250 2.2809 -0.5019
C -0.9139 1.7996 -1.8428
C -0.8172 0.2865 -2.0496
O 0.2811 -0.3996 -1.4825
C 0.8685 2.7375 -0.2686
C 1.7932 1.5425 0.0214
O 1.2562 0.6107 0.8955
C 0.0584 -3.2283 1.1750
H 0.3888 -5.2635 1.9722
H 2.9045 -4.8191 0.9586
H -2.7444 0.5802 -0.0815
H -2.7063 0.5468 1.6723
H -1.9798 2.7755 0.9784
H -0.5754 1.8839 1.5950
H -1.9201 2.1292 -2.0309
H -0.2630 2.3273 -2.5794
H -1.7067 -0.2325 -1.6724
H -0.8196 0.0081 -3.1358
H 0.8710 3.3812 0.6235
H 1.2002 3.3589 -1.0980
H 2.7461 1.9140 0.4263
H 1.9958 1.0578 -0.9419
H -0.9967 -3.0521 1.3665
```

The calculation puts the orbital gap at 0.336 Ha. Its SMILES is c1coc([Si]23OCCN(CCO2)CCO3)c1. The HOMO energy is -8.2034 eV. The value obtained for the energy above the lowest of the compared OMol25 structures with the same formula, charge and spin is 6.0 kJ/mol.


The records above yield max |F| values of 0.0975 0.0959 0.0106 0.0851 0.1776 0.0536 0.0566 0.0555 Eh/bohr, respectively.
The records above yield DFT total energy values of -417.162363 -681.981642 -2428.176028 -753.682662 -2245.762003 -5867.851755 -3389.766991 -1035.324786 a.u., respectively.